Below is C10H17BCl2F4IrO2 as an isolated structure, with properties calculated with the ωB97M-V functional and the def2-TZVPD basis.

Output
Energy in Ha: -1990.88698
Spin multiplicity: 6
Total charge: -2
Orbital gap (alpha / beta) in hartree: 0.1515 / 0.2263
E_HOMO (alpha / beta) in eV: 0.9 / -1.9

Geometry (Å):
1 C -0.533 0.868 -1.655
2 C -1.418 -0.181 -1.218
3 C -0.599 -1.349 -0.943
4 C -2.899 -0.108 -1.270
5 C 0.765 -1.009 -1.261
6 C 0.815 0.324 -1.853
7 C 1.936 0.968 -2.350
8 C -0.959 2.241 -2.015
9 C -1.117 -2.683 -0.543
10 C 1.948 -1.875 -1.032
11 Ir -0.290 0.232 0.473
12 Cl -1.932 -0.500 1.952
13 Cl -0.588 2.299 1.356
14 O 1.136 -0.202 1.620
15 H -3.246 0.888 -1.003
16 H -3.343 -0.839 -0.605
17 H -3.250 -0.315 -2.281
18 H -1.832 -2.611 0.275
19 H -0.309 -3.338 -0.227
20 H -1.614 -3.165 -1.388
21 H 1.756 -2.549 -0.191
22 H 2.827 -1.263 -0.803
23 H 2.199 -2.481 -1.915
24 H 2.918 0.500 -2.245
25 H 2.209 2.412 -1.112
26 H 1.823 1.826 -3.014
27 H -1.822 2.535 -1.408
28 H -1.220 2.305 -3.081
29 H -0.146 2.951 -1.825
30 H 0.907 -0.287 2.621
31 O 2.032 3.176 -0.518
32 H 1.921 2.777 0.380
33 F 1.003 -0.357 4.109
34 B 0.363 -0.299 5.453
35 F 1.403 -0.373 6.409
36 F -0.363 0.910 5.551
37 F -0.477 -1.430 5.557